Below is one molecule with the formula C22H15N3 at a distorted geometry, with properties calculated with ωB97M-V with the def2-TZVPD basis set.

Last column: Löwdin charge in e.
CARTESIAN COORDINATES (ANGSTROEM)
C 0.645695 -5.856745 -0.567456  -0.095
C 1.911238 -5.248120 -0.484946  -0.055
C 1.985606 -3.919604 -0.007888  -0.022
C 0.835468 -3.196007 0.348806  -0.159
C 0.921960 -1.819595 0.856181  -0.136
C 2.014140 -1.334949 1.534653  0.040
C 1.797674 0.047961 1.853522  -0.183
N 2.634421 0.958275 2.444153  0.186
C 2.055623 2.179365 2.602830  -0.222
C 2.803760 3.227879 3.151503  -0.029
C 2.202061 4.472552 3.385514  -0.077
C 0.863062 4.695493 2.991895  -0.077
C 0.133546 3.700564 2.362546  -0.034
C 0.693316 2.459594 2.197752  -0.245
N -0.104966 1.534430 1.659229  0.201
C 0.456292 0.314893 1.499498  -0.159
N -0.080474 -0.807365 0.804035  0.084
C -1.268023 -0.715781 -0.007210  -0.201
C -2.448587 -0.126703 0.472382  -0.028
C -3.593500 0.010896 -0.308568  -0.080
C -3.552859 -0.460110 -1.618793  -0.099
C -2.400936 -1.029974 -2.150724  -0.067
C -1.273637 -1.139210 -1.331379  -0.032
C -0.426022 -3.806852 0.154779  -0.017
C -0.483368 -5.123895 -0.303497  -0.086
H 0.487697 -6.872443 -0.909050  0.102
H 2.799294 -5.808816 -0.735636  0.098
H 2.933837 -3.405786 0.104571  0.104
H 2.909738 -1.896916 1.718194  0.110
H 3.848193 3.095268 3.475871  0.116
H 2.819417 5.280178 3.839937  0.111
H 0.415725 5.657531 3.143210  0.093
H -0.896982 3.834299 2.082164  0.113
H -2.518120 0.350296 1.474936  0.118
H -4.499285 0.477704 0.095116  0.110
H -4.414137 -0.328599 -2.259148  0.098
H -2.379946 -1.355634 -3.173509  0.100
H -0.360384 -1.564112 -1.714817  0.116
H -1.326616 -3.284270 0.378638  0.101
H -1.415648 -5.640487 -0.457750  0.102

Forces on atoms 1 to 3 (eV/Å):
1.030 0.318 -0.451
-0.871 0.688 0.756
-0.126 -0.491 -0.127

Results
DFT total energy ... -27527.734 eV
Kohn-Sham gap ... 7.4 eV
F_max ... 3.41 eV/Å
HOMO level ... -7.97 eV
LUMO ... -0.61 eV


Below is a 2-piece molecular cluster, C2H5ClN2 overall at a distorted geometry, with properties calculated with ωB97M-V with the def2-TZVPD basis set.

Last column: Löwdin charge in e.
CARTESIAN COORDINATES (ANGSTROEM)
C 0.527938 0.659494 0.030686  -0.091
C 1.817734 0.103708 -0.197733  -0.025
N -0.374856 1.416412 0.157045  0.209
N -1.925830 -1.464320 -0.120276  -0.558
Cl -2.953232 -0.066111 -0.051679  0.364
H 2.188196 0.419303 -1.200600  0.123
H 1.578526 -0.948994 -0.237180  0.096
H 2.561540 0.311472 0.560598  0.100
H -1.417106 1.214180 0.236584  -0.034
H -2.002911 -1.645145 0.822554  -0.184

Forces on atoms 1 to 3 (eV/Å):
-2.916 2.471 0.385
0.310 -0.572 -1.152
2.332 -1.613 -0.110

Results
DFT total energy ... -17652.733 eV
Kohn-Sham gap (alpha / beta) ... 6.3 / 6.3 eV
F_max ... 3.84 eV/Å
HOMO level (alpha / beta) ... -6.79 / -6.79 eV
LUMO (alpha / beta) ... -0.48 / -0.47 eV


- Which of these has the lowest DFT total energy?
  C22H15N3